The following is a quantum chemistry calculation of a structure of composition C33H58F5N3PtSb2Si4Te, from the Open Molecules 2025 dataset.

Atoms and positions in Å:
Pt (-0.5617, 0.1448, 0.0536)
C (0.3473, -2.3195, 3.8546)
Sb (0.2143, -0.3634, 2.9839)
C (-0.4057, 0.5556, 4.8226)
C (2.3565, 0.1949, 3.0175)
C (3.2226, -0.9290, 3.4683)
C (3.8154, -0.8460, 4.7316)
C (4.6512, -1.8366, 5.2101)
C (4.8852, -2.9670, 4.4386)
C (4.2965, -3.0741, 3.1936)
C (3.4657, -2.0728, 2.6825)
C (2.8945, -2.2598, 1.3277)
Sb (4.3668, -1.8684, -0.3062)
C (5.6840, -0.6440, 0.8951)
C (3.2689, -0.1692, -1.1449)
H (1.0022, -2.2282, 4.7196)
H (0.7677, -3.0415, 3.1596)
H (-0.6456, -2.6337, 4.1738)
H (0.2330, 0.1592, 5.6106)
H (-1.4402, 0.2784, 5.0187)
H (-0.3185, 1.6389, 4.7915)
H (2.4188, 1.0324, 3.7110)
H (2.5825, 0.5375, 2.0052)
H (3.6203, 0.0284, 5.3429)
H (5.1243, -1.7240, 6.1762)
H (5.5346, -3.7493, 4.8079)
H (4.4785, -3.9519, 2.5822)
H (2.0602, -1.6014, 1.0900)
H (2.5960, -3.2953, 1.1623)
H (6.4404, -1.2831, 1.3463)
H (5.1290, -0.1443, 1.6871)
H (6.1757, 0.0892, 0.2568)
H (3.2568, -0.2252, -2.2342)
H (3.7762, 0.7460, -0.8470)
H (2.2366, -0.1469, -0.7723)
C (0.5224, -0.2791, -4.6154)
Te (-0.6477, 0.3389, -2.9247)
C (-2.2431, -0.9784, -3.4431)
H (-0.1175, -0.1890, -5.4909)
H (0.8552, -1.3095, -4.5133)
H (1.3828, 0.3755, -4.7323)
H (-1.8571, -1.7238, -4.1330)
H (-3.0419, -0.4112, -3.9142)
H (-2.6145, -1.4574, -2.5410)
F (-2.5690, -1.4049, 2.4458)
C (-3.2901, -0.9563, 1.3878)
C (-2.7029, -0.1429, 0.4331)
C (-3.5925, 0.3164, -0.5225)
F (-3.1685, 1.2139, -1.4503)
C (-4.9285, -0.0307, -0.5929)
F (-5.7007, 0.4608, -1.5562)
C (-5.4464, -0.9011, 0.3509)
F (-6.7129, -1.2665, 0.3037)
C (-4.6146, -1.3621, 1.3571)
F (-5.0785, -2.1898, 2.2822)
C (-3.8144, 3.4611, 0.0334)
Si (-2.3207, 3.6497, 1.1488)
C (-1.8691, 5.4461, 1.4444)
C (-2.4323, 2.6336, 2.7178)
Si (-0.1698, 2.4305, 0.0231)
Si (-0.3782, 3.4272, -2.6511)
C (1.4468, 3.0820, -3.0096)
C (-0.5928, 5.0929, -1.7756)
C (-1.5104, 3.4920, -4.1533)
Si (1.5286, 3.9724, 0.9015)
C (1.2319, 3.7984, 2.7649)
C (1.5536, 5.7651, 0.3202)
C (3.2401, 3.2746, 0.5198)
H (-4.5190, 4.2692, 0.2476)
H (-4.3242, 2.5174, 0.2270)
H (-3.5732, 3.5029, -1.0285)
H (-2.6834, 5.9090, 2.0107)
H (-1.7573, 6.0058, 0.5158)
H (-0.9596, 5.5611, 2.0304)
H (-3.3940, 2.8245, 3.2044)
H (-1.6458, 2.8977, 3.4250)
H (-2.3682, 1.5660, 2.5058)
H (2.0825, 3.8231, -2.5227)
H (1.6189, 3.1476, -4.0871)
H (1.7649, 2.0909, -2.6785)
H (0.1044, 5.2287, -0.9502)
H (-1.6095, 5.2529, -1.4155)
H (-0.3906, 5.8667, -2.5239)
H (-1.2108, 2.7811, -4.9232)
H (-1.4962, 4.4955, -4.5864)
H (-2.5443, 3.2672, -3.8812)
H (0.5887, 4.5778, 3.1727)
H (2.1907, 3.8689, 3.2834)
H (0.7902, 2.8297, 3.0132)
H (0.5889, 6.2703, 0.3586)
H (1.9423, 5.8379, -0.6972)
H (2.2385, 6.3218, 0.9646)
H (3.4568, 2.3738, 1.0954)
H (3.9803, 4.0291, 0.7978)
H (3.3771, 3.0543, -0.5395)
N (-0.7980, -5.3030, 1.4159)
C (-0.3830, -4.4164, 0.4900)
C (-0.6499, -3.0341, 0.6089)
N (-0.1940, -2.1662, -0.2768)
C (0.5243, -2.6349, -1.3046)
C (0.7786, -3.9914, -1.4186)
N (0.3399, -4.8733, -0.5337)
H (-1.4516, -5.0443, 2.1326)
H (-0.6658, -6.2835, 1.2308)
H (-1.2419, -2.6663, 1.4370)
H (0.8958, -1.9250, -2.0280)
H (1.3564, -4.3888, -2.2445)

Forces on atoms 1 to 2 (eV/Å):
Pt -0.4 -0.2 0.7
C -0.1 0.1 -0.2

**Net charge**: +2
**Lowest unoccupied orbital energy (spin up / spin down)**: -5.4 / -8.3 eV
**2S+1**: 5
**HOMO level (spin up / spin down)**: -12.03 / -12.27 eV
**⟨S²⟩**: 6.019
**HOMO-LUMO gap (spin up / spin down)**: 6.7 / 3.9 eV



The following is a quantum chemistry calculation of a cluster of 8 separate species, C33H59N7OSi in total, from the Open Molecules 2025 dataset.

Atoms and positions in Å:
C (-5.7430, 3.7459, 1.3731)
C (-5.2384, 2.6573, 1.1141)
Si (-4.4385, 0.9590, 0.7569)
C (-5.4170, 0.1175, -0.6402)
C (-5.6047, 1.0092, -1.9494)
C (-4.2545, 1.3675, -2.6914)
O (-3.6228, 2.5836, -2.2418)
H (-6.4850, 4.5850, 1.4133)
H (-3.0393, 1.0912, 0.2893)
H (-4.3775, 0.1133, 1.9658)
H (-5.0110, -0.9192, -0.8756)
H (-6.4715, -0.0541, -0.2327)
H (-6.2242, 0.3738, -2.6675)
H (-6.2611, 1.9142, -1.7339)
H (-4.5231, 1.5035, -3.7922)
H (-3.5574, 0.4769, -2.6290)
H (-2.8235, 2.2776, -1.7624)
C (-1.4510, -3.5535, 0.8598)
C (-2.2971, -4.0981, -0.2857)
C (-1.8596, -3.6016, -1.6752)
C (-2.0155, -2.1537, -1.8168)
N (-2.1285, -1.0139, -1.9195)
H (-1.5207, -2.4659, 0.9282)
H (-1.7955, -3.9670, 1.8094)
H (-0.4054, -3.8219, 0.7341)
H (-3.3445, -3.8327, -0.1102)
H (-2.2354, -5.1901, -0.2746)
H (-2.4687, -4.1033, -2.4328)
H (-0.8254, -3.8785, -1.8680)
C (-0.8257, 3.6340, 1.0294)
C (-0.1330, 3.5735, 2.3845)
C (1.1032, 2.6709, 2.3832)
C (0.7646, 1.2711, 2.1146)
N (0.4958, 0.1751, 1.8947)
H (-1.1973, 2.6528, 0.7260)
H (-1.6805, 4.3130, 1.0735)
H (-0.1432, 3.9981, 0.2565)
H (-0.8474, 3.2324, 3.1395)
H (0.1725, 4.5843, 2.6687)
H (1.5946, 2.7377, 3.3574)
H (1.8231, 3.0258, 1.6414)
C (3.2650, -3.0261, 5.9288)
C (2.0378, -2.1553, 6.1697)
C (1.7579, -1.1831, 5.0210)
C (2.8335, -0.2031, 4.8497)
N (3.6826, 0.5596, 4.7104)
H (4.1729, -2.4249, 5.8469)
H (3.4024, -3.7222, 6.7595)
H (3.1556, -3.6109, 5.0119)
H (2.1652, -1.6041, 7.1061)
H (1.1671, -2.8042, 6.2973)
H (0.8237, -0.6533, 5.2230)
H (1.6115, -1.7370, 4.0904)
C (1.8594, -2.1033, -4.3337)
C (3.0261, -2.0634, -3.3549)
C (3.1252, -3.3211, -2.4880)
C (1.9620, -3.4826, -1.6135)
N (1.0418, -3.6115, -0.9360)
H (0.9005, -2.1567, -3.8126)
H (1.8521, -1.2008, -4.9483)
H (1.9378, -2.9661, -5.0003)
H (2.9340, -1.1759, -2.7214)
H (3.9542, -1.9559, -3.9217)
H (4.0267, -3.2592, -1.8727)
H (3.2365, -4.2033, -3.1235)
C (-0.1787, 5.1769, -2.7842)
C (1.0062, 5.6490, -1.9496)
C (1.9919, 6.5124, -2.7410)
C (2.6286, 5.7693, -3.8314)
N (3.1195, 5.1859, -4.6912)
H (0.1424, 4.5420, -3.6125)
H (-0.8665, 4.5936, -2.1677)
H (-0.7307, 6.0258, -3.1954)
H (1.5211, 4.7791, -1.5306)
H (0.6289, 6.2340, -1.1059)
H (2.7659, 6.8805, -2.0627)
H (1.4790, 7.3903, -3.1416)
C (-6.5573, -2.3005, 5.1411)
C (-5.4032, -1.8167, 6.0108)
C (-4.4023, -0.9459, 5.2475)
C (-3.7274, -1.6852, 4.1783)
N (-3.2080, -2.2660, 3.3333)
H (-6.2051, -2.9336, 4.3241)
H (-7.2581, -2.8889, 5.7377)
H (-7.1039, -1.4569, 4.7116)
H (-4.8935, -2.6807, 6.4469)
H (-5.8106, -1.2338, 6.8414)
H (-3.6521, -0.5695, 5.9478)
H (-4.9108, -0.0732, 4.8293)
C (8.8131, -0.6281, -6.0540)
C (7.9890, -0.2476, -4.8300)
C (7.3408, -1.4538, -4.1454)
C (6.3652, -2.1230, -5.0093)
N (5.6074, -2.6512, -5.6946)
H (8.1934, -1.0862, -6.8277)
H (9.2788, 0.2604, -6.4857)
H (9.6071, -1.3310, -5.7883)
H (7.2221, 0.4752, -5.1221)
H (8.6416, 0.2531, -4.1098)
H (6.8376, -1.1175, -3.2348)
H (8.1108, -2.1654, -3.8370)

Forces on atoms 1 to 2 (eV/Å):
C -1.0 -0.8 -0.7
C 0.0 0.7 0.5

**SMILES**: C#C[SiH2]CCCO.CCCC#N.CCCC#N.CCCC#N.CCCC#N.CCCC#N.CCCC#N.CCCC#N
**Lowest unoccupied orbital energy**: 0.5 eV
**2S+1**: 1
**HOMO level**: -9.49 eV
**HOMO-LUMO gap**: 10.0 eV



The following is a quantum chemistry calculation of a cluster of 4 separate species, C33H59NO14P3 in total, from the Open Molecules 2025 dataset.

Atoms and positions in Å:
C (-4.6492, 0.3160, -1.1978)
C (-3.4809, 1.2856, -1.5745)
C (-3.8881, 1.9012, -2.9428)
C (-3.3944, 2.4751, -0.5833)
C (-2.0619, 2.6339, 0.1890)
C (-0.9840, 3.2385, -0.7522)
C (-0.8783, 4.7790, -0.7497)
C (0.3055, 5.3017, 0.0506)
C (1.5251, 4.6396, 0.0959)
C (2.6284, 5.1141, 0.7862)
C (2.5347, 6.3096, 1.4848)
C (1.3228, 6.9905, 1.4569)
C (0.2270, 6.5014, 0.7589)
C (-2.2569, 3.4149, 1.4951)
O (-3.2863, 2.8829, 2.3204)
C (-2.8577, 2.1697, 3.4098)
C (-3.4348, 0.9168, 3.5938)
C (-3.0712, 0.0812, 4.6314)
C (-2.0947, 0.4904, 5.5367)
C (-1.5445, 1.7506, 5.3757)
C (-1.9137, 2.5944, 4.3337)
C (-1.5676, 1.2110, 0.5837)
C (-1.4845, 0.1736, -0.5750)
C (-1.8817, -1.1949, -0.0074)
C (0.0222, 0.0380, -0.9746)
N (-2.1984, 0.5821, -1.8128)
O (-2.3367, -0.4339, -2.5874)
H (-5.1734, 0.6520, -0.3017)
H (-4.3321, -0.7217, -1.1190)
H (-5.3999, 0.3404, -1.9905)
H (-4.9519, 2.1451, -2.9407)
H (-3.3155, 2.8122, -3.1397)
H (-3.7167, 1.2055, -3.7662)
H (-4.2183, 2.4454, 0.1317)
H (-3.5383, 3.4085, -1.1413)
H (-1.2680, 2.9482, -1.7684)
H (-0.0401, 2.7371, -0.5570)
H (-0.6661, 5.0762, -1.7848)
H (-1.7990, 5.2943, -0.4759)
H (1.6411, 3.7145, -0.4601)
H (3.5347, 4.5198, 0.7430)
H (3.3988, 6.6889, 2.0158)
H (1.2646, 7.9312, 1.9953)
H (-0.6882, 7.0863, 0.7781)
H (-2.5653, 4.4340, 1.2375)
H (-1.2802, 3.5132, 1.9798)
H (-4.1906, 0.5826, 2.8890)
H (-3.5638, -0.8911, 4.6868)
H (-1.7865, -0.1744, 6.3341)
H (-0.7811, 2.1052, 6.0602)
H (-1.4528, 3.5683, 4.2096)
H (-2.1521, 0.7603, 1.3868)
H (-0.5562, 1.3495, 0.9791)
H (-2.8851, -1.2048, 0.4223)
H (-1.2142, -1.3750, 0.8446)
H (-1.7231, -2.0225, -0.6964)
H (0.6557, -0.0022, -0.0858)
H (0.3171, 0.8310, -1.6606)
H (0.1329, -0.9463, -1.4412)
C (4.2837, 1.2477, -0.5935)
O (5.5788, 1.0781, -1.1580)
P (6.4060, 2.4207, -1.6410)
O (5.5646, 3.5275, -1.1286)
O (6.1235, 2.0808, -3.2174)
C (5.9293, 0.7342, -3.6972)
O (7.7647, 3.2713, -2.0299)
C (8.7908, 2.6408, -2.8165)
H (3.9083, 0.2525, -0.3535)
H (4.3231, 1.8276, 0.3261)
H (3.6128, 1.7157, -1.3138)
H (4.8650, 0.5069, -3.7240)
H (6.4382, -0.0051, -3.0868)
H (6.3204, 0.6786, -4.7119)
H (8.5025, 2.6356, -3.8670)
H (8.9848, 1.6220, -2.4829)
H (9.7015, 3.2252, -2.7051)
C (4.1598, -2.3470, -1.1727)
O (4.1654, -3.6840, -1.6620)
P (4.7690, -3.9483, -3.1656)
O (5.3786, -2.6497, -3.5395)
O (3.2890, -4.1625, -3.8287)
C (2.1627, -4.6254, -3.0694)
O (5.4875, -4.9189, -4.2836)
C (4.9987, -6.2591, -4.4744)
H (3.7284, -2.3672, -0.1711)
H (5.1698, -1.9502, -1.0994)
H (3.5451, -1.7182, -1.8165)
H (1.5929, -3.7700, -2.7069)
H (2.4565, -5.2475, -2.2281)
H (1.5257, -5.2095, -3.7322)
H (4.0948, -6.2415, -5.0822)
H (4.7948, -6.7520, -3.5244)
H (5.7657, -6.8207, -5.0025)
C (-5.8157, -6.0575, 0.7744)
O (-5.8138, -5.7026, 2.1566)
P (-4.7123, -4.6039, 2.6779)
O (-4.0944, -4.0940, 1.4323)
O (-3.7762, -5.7353, 3.4037)
C (-4.3067, -6.9758, 3.8879)
O (-4.2251, -3.4295, 3.7256)
C (-4.3849, -3.6560, 5.1395)
H (-6.6117, -6.7899, 0.6406)
H (-6.0298, -5.1981, 0.1445)
H (-4.8606, -6.5034, 0.5018)
H (-4.1931, -7.7429, 3.1219)
H (-5.3535, -6.8986, 4.1695)
H (-3.7292, -7.2719, 4.7630)
H (-3.5905, -4.3042, 5.5080)
H (-5.3563, -4.1007, 5.3526)
H (-4.3155, -2.6987, 5.6507)

Forces on atoms 1 to 2 (eV/Å):
C 0.1 0.0 -0.2
C -1.5 1.1 -1.2

**Lowest unoccupied orbital energy (spin up / spin down)**: -0.7 / -0.7 eV
**2S+1**: 2
**HOMO level (spin up / spin down)**: -8.36 / -8.68 eV
**⟨S²⟩**: 0.754
**HOMO-LUMO gap (spin up / spin down)**: 7.7 / 8.0 eV



The following is a quantum chemistry calculation of a structure of composition C33H60BrN4NbO5P, from the Open Molecules 2025 dataset.

Atoms and positions in Å:
C (-2.0395, 3.7051, 3.0637)
C (-1.0131, 3.3890, 4.3051)
O (-0.9194, 1.9735, 4.6923)
C (-0.5105, 1.1087, 3.5753)
C (0.9713, 1.4267, 2.9512)
O (0.9357, 0.9774, 1.5224)
C (2.2690, 0.5311, 1.0884)
Nb (1.9179, -0.9138, -0.6746)
Br (1.6991, -2.8730, 1.1058)
C (1.6356, -2.4199, -2.3662)
C (0.4232, -2.0665, -3.4132)
C (-1.0013, -2.8594, -3.0798)
C (-1.7151, -2.2764, -1.7033)
C (-3.3115, -2.6568, -1.8057)
C (-4.2493, -1.8226, -0.7004)
C (-5.2228, -0.7113, -1.4739)
C (-4.3791, 0.6964, -1.7183)
C (-5.0912, 1.8480, -0.7954)
C (-4.5401, 3.3727, -1.0280)
C (-4.0198, 3.7085, -2.5444)
O (-3.2051, 4.9640, -2.4299)
C (-1.7824, 4.5917, -2.1291)
P (2.3529, 1.0448, -2.2535)
O (2.2279, 0.6032, -3.9340)
O (1.2253, 2.2894, -1.7922)
H (-1.5303, 3.7528, 2.0092)
H (-2.9058, 2.8987, 2.9791)
H (-2.5641, 4.7620, 3.2461)
H (0.0176, 3.9110, 4.0859)
H (-1.4607, 3.9605, 5.2530)
H (-0.4514, 0.0025, 4.0204)
H (-1.2759, 1.0491, 2.6876)
H (1.2735, 2.5568, 2.9289)
H (1.7622, 0.8273, 3.5729)
H (2.8086, 1.4817, 0.6135)
H (2.9061, -0.0028, 1.9118)
H (3.7280, -1.2173, -0.6606)
H (0.1492, -0.5309, -0.5590)
H (1.3353, -3.4504, -1.8456)
H (2.6489, -2.6377, -2.9396)
H (0.1554, -0.9255, -3.4888)
H (0.7630, -2.4463, -4.4869)
H (-1.7308, -2.5779, -3.9800)
H (-0.8957, -4.0249, -3.1040)
H (-1.6514, -1.0855, -1.6887)
H (-1.1870, -2.6574, -0.7257)
H (-3.3923, -3.8211, -1.6191)
H (-3.6641, -2.3315, -2.8866)
H (-4.8932, -2.6131, -0.1247)
H (-3.5429, -1.2615, 0.0712)
H (-6.1350, -0.5002, -0.7673)
H (-5.6810, -1.1441, -2.4818)
H (-4.4156, 0.9653, -2.8711)
H (-3.2820, 0.4988, -1.3340)
H (-4.8804, 1.5906, 0.3511)
H (-6.2505, 1.7843, -0.9555)
H (-3.7234, 3.6549, -0.2384)
H (-5.4694, 4.0952, -0.8286)
H (-4.9357, 3.9934, -3.2350)
H (-3.3014, 2.9153, -3.0170)
H (-1.2472, 5.4299, -1.4917)
H (-1.1982, 4.5397, -3.1614)
H (-1.7649, 3.5415, -1.5995)
H (1.3725, 1.0563, -4.2544)
H (1.0030, 2.2115, -0.7996)
N (4.0148, 1.7103, 5.5105)
C (4.5511, 2.6779, 4.7015)
C (5.9226, 2.6029, 4.7999)
C (6.2241, 1.5490, 5.6952)
C (5.0277, 1.0134, 6.1166)
H (3.0264, 1.5368, 5.6394)
H (3.9127, 3.3363, 4.1278)
H (6.6296, 3.2378, 4.2817)
H (7.2081, 1.2162, 5.9994)
H (4.8109, 0.1991, 6.7950)
N (3.8917, -6.9416, 0.5772)
C (3.3799, -5.8392, 1.2108)
C (3.8302, -5.8488, 2.5121)
C (4.6470, -6.9942, 2.6671)
C (4.6699, -7.6491, 1.4561)
H (3.7224, -7.1931, -0.3880)
H (2.7396, -5.1449, 0.6833)
H (3.5966, -5.1100, 3.2677)
H (5.1636, -7.3073, 3.5653)
H (5.1710, -8.5563, 1.1458)
N (3.4310, 2.6137, -6.1919)
C (4.6089, 2.6353, -6.8923)
C (4.4196, 3.4026, -8.0200)
C (3.0821, 3.8649, -7.9958)
C (2.4956, 3.3651, -6.8546)
H (3.2764, 2.1212, -5.3218)
H (5.4782, 2.1030, -6.5301)
H (5.1647, 3.6083, -8.7775)
H (2.5989, 4.4950, -8.7313)
H (1.4951, 3.4785, -6.4592)
N (-2.9810, -2.3299, 2.9026)
C (-3.8390, -1.9331, 3.8950)
C (-4.5836, -3.0268, 4.2765)
C (-4.1555, -4.1233, 3.4905)
C (-3.1632, -3.6652, 2.6528)
H (-2.3167, -1.7313, 2.4293)
H (-3.8473, -0.9088, 4.2428)
H (-5.3513, -3.0345, 5.0393)
H (-4.5301, -5.1379, 3.5315)
H (-2.5737, -4.1736, 1.9015)

Forces on atoms 1 to 2 (eV/Å):
C -0.6 0.2 -0.3
C -1.0 1.4 0.3

**Net charge**: -1
**Lowest unoccupied orbital energy**: 1.3 eV
**2S+1**: 1
**HOMO level**: -4.73 eV
**HOMO-LUMO gap**: 6.0 eV